[1]
Density functional theory data (the ωB97M-V functional and the def2-TZVPD basis) for a structure of composition C47H37BF2N5O4TeTi.

XYZ file:
```
98
Properties=species:S:1:pos:R:3:lowdin_charge:R:1
Ti -1.11741 0.36531 0.00014 1.14
N -3.74012 1.52160 1.64639 0.15
C -2.84791 2.52576 1.32938 -0.28
C -3.26406 3.85237 1.48111 0.01
C -2.38372 4.86790 1.19546 -0.02
C -1.08812 4.56579 0.77761 -0.02
C -0.75373 3.24573 0.64110 -0.10
N -1.61901 2.23760 0.89265 0.03
C -3.51932 0.20703 2.03870 -0.27
C -4.49330 -0.41222 2.82604 0.01
C -4.27454 -1.69885 3.26110 -0.03
C -3.08108 -2.33802 2.93960 -0.04
C -2.18275 -1.66419 2.15109 -0.12
N -2.40762 -0.42783 1.67142 0.06
H -4.64730 1.86804 1.91263 0.15
H -4.26523 4.06304 1.83268 0.12
H -2.69533 5.89747 1.31115 0.12
H -0.35987 5.33360 0.56641 0.12
H 0.23667 2.95133 0.31664 0.12
H -5.39345 0.12460 3.09487 0.12
H -5.02130 -2.19687 3.86535 0.12
H -2.86371 -3.34265 3.27070 0.12
H -1.25040 -2.12211 1.85211 0.09
C 5.51188 -0.18014 3.37822 -0.03
C 4.13550 -0.12086 2.77791 -0.24
C 3.21374 0.84098 3.17306 0.04
C 1.94659 0.91472 2.60471 -0.08
C 1.00359 1.97864 3.08671 -0.30
O 1.23836 3.14499 2.85697 0.12
C -0.19164 1.56763 3.87950 -0.14
C -1.14548 2.53489 4.19375 -0.02
C -2.25666 2.19521 4.94367 -0.06
C -2.41261 0.88945 5.40045 -0.07
C -1.45849 -0.07251 5.10372 -0.07
C -0.35134 0.26434 4.33771 -0.01
C 1.60093 0.03571 1.58556 -0.25
O 0.40735 0.13628 0.94646 -0.20
C 2.51905 -0.92056 1.15753 -0.13
C 3.75573 -1.01035 1.77650 0.03
C 2.18330 -1.82516 0.01176 -0.20
N 2.49176 -1.61805 -1.19959 0.13
C 3.27946 -0.48585 -1.68727 -0.27
C 3.17034 0.88322 -1.01973 -0.50
Te 4.21127 2.40972 -2.11182 1.30
C 5.90443 2.23218 -0.86496 -0.57
C 6.96785 1.41084 -1.22794 -0.15
C 8.05120 1.25395 -0.37290 -0.08
C 8.07829 1.91783 0.84513 -0.09
C 7.02161 2.74138 1.20876 -0.10
C 5.93713 2.90039 0.35656 -0.15
C 1.48016 -3.09696 0.36402 -0.15
C 0.98490 -3.31203 1.64862 -0.04
C 0.34693 -4.50235 1.97099 -0.07
C 0.21476 -5.49992 1.01760 -0.07
C 0.72962 -5.30385 -0.25791 -0.07
C 1.35480 -4.11282 -0.58430 -0.03
H 5.55463 0.35841 4.32370 0.08
H 6.24134 0.27095 2.70183 0.07
H 5.81863 -1.21079 3.55608 0.09
H 3.47689 1.55388 3.94610 0.14
H -0.99002 3.54854 3.84548 0.12
H -2.99369 2.94828 5.19300 0.11
H -3.27301 0.62750 6.00327 0.11
H -1.57291 -1.08276 5.47375 0.11
H 0.39794 -0.48380 4.10808 0.12
H 4.45450 -1.76903 1.43988 0.14
H 3.02449 -0.37999 -2.74329 0.09
H 4.32619 -0.80816 -1.67786 0.12
H 3.63207 0.92634 -0.03859 0.04
H 2.13534 1.20473 -0.91059 0.01
H 6.95252 0.89597 -2.18009 0.09
H 8.87634 0.61628 -0.66274 0.11
H 8.92645 1.80027 1.50714 0.11
H 7.04371 3.26866 2.15411 0.11
H 5.11561 3.54556 0.64161 0.09
H 1.10921 -2.55011 2.40896 0.11
H -0.02932 -4.65660 2.97468 0.11
H -0.27150 -6.43301 1.27007 0.11
H 0.64917 -6.08840 -0.99961 0.11
H 1.77200 -3.95508 -1.57049 0.12
O 0.16380 -0.20729 -2.78377 0.20
C -0.36251 -1.32414 -2.35378 -0.28
N -0.94295 -1.45050 -1.18884 0.11
C -1.53253 -2.76926 -1.15725 -0.34
O -2.18617 -3.19118 -0.25204 0.16
C -1.18235 -3.43251 -2.45035 -0.09
C -1.47611 -4.68406 -2.93833 0.01
C -0.97095 -5.00272 -4.19908 -0.03
C -0.20784 -4.09479 -4.92800 -0.04
C 0.07508 -2.82499 -4.42972 0.03
C -0.43059 -2.52762 -3.18213 -0.08
H -2.06818 -5.38640 -2.36742 0.13
H -1.17600 -5.97646 -4.62353 0.11
H 0.16717 -4.38097 -5.90115 0.11
H 0.66230 -2.11158 -4.99130 0.13
F -2.67561 0.64178 -0.91155 -0.36
B -0.04215 0.90747 -1.91662 -0.45
F 0.39173 2.03615 -2.44436 0.20
```

Summary:
LUMO: -3.4 eV
Frontier orbital gap: 0.237 Ha
Energy above the lowest of the compared OMol25 structures with the same formula, charge and spin: 24.5 kcal/mol
Total charge: +1
HOMO level: -9.797 eV
Spin multiplicity: 1
Molar mass: 960.12 g mol⁻¹

[2]
Density functional theory data (the ωB97M-V functional and the def2-TZVPD basis) for a structure of composition C47H38BrCoN6O2P2Se.

XYZ file:
```
98
Properties=species:S:1:pos:R:3:lowdin_charge:R:1
Co -0.35642 -0.06579 -0.17429 0.66
O 1.54336 0.04195 1.28459 -0.33
P 3.01432 0.03650 1.47876 0.74
C 3.86920 0.68294 -0.01853 -0.28
P 3.09614 -0.05624 -1.51116 0.76
O 1.60476 -0.06367 -1.44926 -0.37
C 3.65633 0.97283 -2.89076 -0.27
C 4.80960 1.75016 -2.85772 -0.08
C 5.13520 2.55017 -3.94253 -0.07
C 4.30479 2.59062 -5.05285 -0.06
C 3.15667 1.81078 -5.09299 -0.06
C 2.83985 0.99338 -4.02076 -0.08
C 3.78978 -1.70694 -1.72447 -0.27
C 2.91520 -2.78042 -1.84985 -0.07
C 3.40951 -4.05091 -2.09976 -0.06
C 4.77757 -4.25155 -2.20511 -0.06
C 5.65301 -3.18372 -2.05666 -0.06
C 5.16337 -1.90847 -1.83099 -0.07
C 3.68742 -1.61014 1.76636 -0.27
C 5.02690 -1.79153 2.10260 -0.08
C 5.51578 -3.06973 2.31043 -0.07
C 4.66845 -4.16421 2.18902 -0.07
C 3.33122 -3.98105 1.86750 -0.06
C 2.83637 -2.70275 1.65989 -0.06
C 3.52703 1.09542 2.84515 -0.27
C 2.76016 0.99920 4.00547 -0.06
C 3.06955 1.78038 5.10533 -0.06
C 4.14155 2.66208 5.05167 -0.07
C 4.90457 2.75988 3.89728 -0.07
C 4.60249 1.97566 2.79434 -0.09
H 4.94032 0.47745 0.01501 0.07
H 3.69335 1.76036 -0.06570 0.08
H 5.45424 1.73851 -1.98692 0.10
H 6.03898 3.14472 -3.92334 0.11
H 4.55441 3.22857 -5.89018 0.11
H 2.51161 1.84010 -5.96159 0.11
H 1.95697 0.36603 -4.05218 0.10
H 1.85143 -2.61656 -1.73311 0.09
H 2.72675 -4.88319 -2.21273 0.11
H 5.16568 -5.24050 -2.41043 0.11
H 6.72079 -3.34409 -2.12838 0.11
H 5.84922 -1.07234 -1.74906 0.11
H 5.68170 -0.93374 2.21787 0.11
H 6.55527 -3.21445 2.57435 0.11
H 5.05253 -5.16142 2.36069 0.11
H 2.67322 -4.83650 1.78220 0.11
H 1.79060 -2.53581 1.42950 0.09
H 1.91505 0.32013 4.02832 0.11
H 2.47579 1.70592 6.00668 0.11
H 4.37974 3.27902 5.90779 0.11
H 5.73646 3.45067 3.85521 0.11
H 5.20579 2.06106 1.89805 0.10
C -0.30929 5.34789 1.22246 -0.08
C -1.35961 4.80214 1.94794 -0.07
C -1.56483 3.43395 1.96418 -0.02
C -0.71310 2.59381 1.24354 -0.25
C 0.33116 3.14564 0.50603 -0.04
C 0.53175 4.51479 0.49630 -0.07
N -0.86279 1.19352 1.26336 -0.05
N -1.33472 0.70328 2.32100 0.14
C -1.35918 -0.67261 2.34482 -0.30
C -1.85198 -1.33593 3.47593 -0.02
C -1.83913 -2.71404 3.50513 -0.09
C -1.31491 -3.42421 2.42518 -0.08
C -0.82806 -2.76044 1.30203 -0.14
C -0.85825 -1.37229 1.22194 -0.17
H -0.14022 6.41648 1.22683 0.11
H -2.02052 5.44944 2.50989 0.11
H -2.37874 2.99528 2.52435 0.11
H 1.00422 2.48463 -0.02947 0.09
H 1.34950 4.93760 -0.07349 0.10
H -2.22939 -0.74963 4.30681 0.11
H -2.22948 -3.24526 4.36311 0.10
H -1.29521 -4.50852 2.46137 0.10
H -0.44756 -3.35974 0.47533 0.09
Br -3.06502 4.64978 -4.46761 0.79
C -2.33641 3.34303 -3.31592 -0.68
C -1.00287 2.98454 -3.42656 -0.09
C -0.50885 2.04466 -2.54047 -0.12
N -1.24778 1.46574 -1.59452 0.02
C -2.53297 1.81030 -1.51119 -0.11
C -3.12256 2.74299 -2.34650 -0.08
H -0.36016 3.43276 -4.17074 0.11
H 0.53120 1.74614 -2.58966 0.09
H -3.11322 1.31755 -0.74059 0.10
H -4.16518 3.00332 -2.23410 0.11
Se -4.76244 -2.00781 -0.60307 1.20
N -4.29172 -3.02670 -1.95638 -0.23
C -3.04854 -2.70576 -2.26845 -0.38
C -2.30447 -3.23010 -3.34500 0.02
C -1.05472 -2.72138 -3.53871 -0.03
C -0.50720 -1.77593 -2.65068 -0.10
N -1.11676 -1.30664 -1.57945 0.04
C -2.42616 -1.69577 -1.42913 -0.43
N -3.21293 -1.16114 -0.51065 -0.22
H -2.73214 -3.98210 -3.99391 0.13
H -0.45234 -3.04864 -4.37530 0.11
H 0.49716 -1.40614 -2.80440 0.08
```

Summary:
LUMO (spin up / spin down): -3.5 / -3.5 eV
Frontier orbital gap (spin up / spin down): 0.207 / 0.244 Ha
Total charge: +1
HOMO level (spin up / spin down): -9.157 / -10.149 eV
⟨S²⟩: 3.76
Spin multiplicity: 4
Molar mass: 998.61 g mol⁻¹

Question: Among the records above, which one has the lowest molar mass?
Answer: C47H37BF2N5O4TeTi